15
Properties=species:S:1:pos:R:3:lowdin_charge:R:1 method="wB97M-V/def2-TZVPD" mol_weight_g_mol=100.1 e_homo_ha=-0.339 de_lowest_kcal_mol=138.1 multiplicity=1 lumo_energy_ev=0.95 gap_ev=10.17
C 1.64 0.63 -0.27 0.026
C 0.20 -0.29 0.56 -0.509
O 0.68 -0.80 1.68 -0.091
C -1.03 0.66 0.54 -0.012
C -1.66 -0.35 -0.42 -0.192
O -0.86 -0.38 -1.59 -0.004
C -0.45 -1.18 -0.50 -0.145
H 1.09 0.73 -1.21 0.078
H 1.83 1.62 0.15 0.080
H 2.57 0.10 -0.49 0.086
H 1.48 -0.09 0.84 0.124
H -1.47 0.68 1.54 0.129
H -0.92 1.67 0.13 0.121
H -2.70 -0.66 -0.51 0.150
H -0.31 -2.25 -0.65 0.159